H15NO6 | ωB97M-V/def2-TZVPD

Values from the calculation:
ΔE to the lowest compared entry with this formula, charge and spin: 231.3 kJ/mol
Highest occupied orbital energy: -11.03 eV
SMILES string: N.O.O.O.O.O.O

```
! RIJCOSX wB97M-V def2-TZVPD def2/J DEFGRID3
* xyz 0 1
N -1.084 1.735 0.638
H -1.535 2.473 0.052
H -1.197 2.131 1.612
H -1.837 1.000 0.742
O -4.093 -1.119 0.101
H -4.038 -0.694 0.982
H -4.441 -2.022 0.123
O 2.005 -0.360 1.089
H 2.935 -0.233 0.768
H 1.524 0.403 0.649
O 1.289 1.681 -1.557
H 1.094 1.083 -2.214
H 0.665 1.897 -0.869
O -0.766 -2.831 -0.774
H -0.124 -2.305 -1.367
H -0.311 -3.699 -0.942
O 4.038 1.298 -1.929
H 3.590 2.218 -2.011
H 3.582 1.042 -1.074
O -0.750 -0.954 2.174
H -0.325 -1.023 1.384
H -0.219 -1.720 2.423
*
```